Density functional theory data (the ωB97M-V functional and the def2-TZVPD basis) for an isolated ion of composition C27H39N4O3S2 and charge +1 in a non-equilibrium geometry.

```
75
Properties=species:S:1:pos:R:3
C 0.11935 7.83874 2.92123
H 0.89874 7.84318 2.16209
C 0.58175 7.08655 4.16318
C 0.92907 5.63366 3.84411
H 0.05257 5.13859 3.42135
H 1.73830 5.60541 3.11000
C 1.35137 4.86879 5.09771
N 1.76027 3.51036 4.78928
S 0.61865 2.32778 4.78332
O -0.67888 2.93143 4.76116
O 0.88986 1.29808 5.74424
C 0.84250 1.56269 3.15835
C 0.95732 2.34293 2.02369
C 1.02027 1.73739 0.78065
C 0.93151 0.35003 0.68341
C 0.84667 -0.43094 1.83508
C 0.80661 0.18331 3.07372
H 0.74539 -0.38562 3.98783
H 0.83672 -1.50740 1.76105
C 1.00836 -0.28433 -0.65162
O 1.95632 -0.17392 -1.39775
N -0.08462 -1.05350 -1.04837
C 0.00902 -1.69704 -2.24607
N -0.94320 -2.48457 -2.72311
C -0.64177 -3.00797 -3.96556
C -1.43877 -3.84920 -4.73252
C -0.96572 -4.27350 -5.96172
C 0.29531 -3.85170 -6.40388
C 1.10364 -3.00944 -5.66419
C 0.60731 -2.58973 -4.43000
S 1.37694 -1.52126 -3.27212
C 2.44164 -2.54727 -6.13329
H 2.69908 -3.00059 -7.08545
H 2.44570 -1.46402 -6.24852
H 3.20747 -2.80217 -5.40205
H 0.64343 -4.19766 -7.36531
C -1.77962 -5.17714 -6.82911
H -2.73786 -5.40894 -6.37329
H -1.95710 -4.71013 -7.79613
H -1.24406 -6.10774 -7.00917
H -2.41075 -4.15406 -4.38160
C -1.35249 -1.06636 -0.33283
H -1.35190 -0.21175 0.34380
H -2.14688 -0.90998 -1.06831
C -1.60103 -2.37100 0.44624
C -2.93961 -3.00861 0.07232
N -2.90284 -3.58495 -1.27787
C -4.20895 -3.50713 -1.92526
H -4.50029 -2.46430 -2.04042
H -4.98205 -4.02785 -1.35207
H -4.15403 -3.96162 -2.91228
C -2.43463 -4.96887 -1.23724
H -2.31678 -5.34726 -2.25081
H -1.46907 -5.01832 -0.73799
H -3.13564 -5.61758 -0.70259
H -1.79233 -2.85092 -2.15163
H -3.71513 -2.24142 0.11269
H -3.19853 -3.77697 0.81007
H -1.60508 -2.16538 1.51584
H -0.79103 -3.07571 0.25081
H 1.11930 2.32888 -0.11661
H 0.99793 3.41514 2.12199
C 3.11866 3.08549 5.03927
C 4.05070 3.45928 3.89064
H 3.71160 3.00811 2.96095
H 5.05580 3.10678 4.10468
H 4.08299 4.53817 3.76434
H 3.48562 3.52148 5.97522
H 3.08620 2.00147 5.16466
H 2.18409 5.37739 5.58866
H 0.50805 4.83235 5.79235
H -0.20847 7.10723 4.91543
H 1.45694 7.58513 4.58527
H -0.12180 8.86902 3.16889
H -0.76814 7.37094 2.50118
```

Output
LUMO level ... -2.9 eV
HOMO-LUMO gap ... 8.42 eV
Charge ... +1
Relative energy (zero: lowest compared OMol25 entry of this formula, charge and spin) ... 0.0 kJ/mol